# 1
{"formula": "C38H48ClN2", "method": "wB97M-V/def2-TZVPD", "charge": 1, "orbital_gap_ev": 7.701, "mol_weight_g_mol": 568.3, "lumo_energy_ha": -0.10710, "species": ["C", "C", "C", "C", "C", "C", "N", "Cl", "C", "C", "N", "H", "H", "H", "H", "H", "H", "H", "H", "H", "H", "H", "H", "H", "H", "H", "H", "H", "H", "C", "C", "C", "C", "C", "C", "H", "H", "H", "H", "H", "H", "C", "C", "C", "C", "C", "C", "H", "H", "H", "H", "H", "H", "C", "C", "C", "C", "C", "C", "H", "H", "H", "H", "H", "H", "C", "C", "C", "C", "C", "C", "H", "H", "H", "H", "H", "H", "C", "C", "C", "C", "C", "C", "H", "H", "H", "H", "H", "H"], "xyz": [[1.49020, -1.31259, 3.71519], [0.92274, -1.10269, 2.30531], [1.97435, -0.54090, 1.34170], [-0.30765, -0.16520, 2.31906], [-1.61942, -0.91681, 2.23592], [-2.81890, -0.06947, 2.59691], [-4.10841, -0.67224, 2.16639], [-5.22820, -0.62109, 3.49243], [-4.01873, -2.09989, 1.79410], [-2.91822, -2.39998, 0.76924], [-1.88344, -1.31675, 0.80269], [1.87021, -2.32287, 3.83746], [2.30569, -0.61557, 3.89539], [0.73832, -1.15050, 4.48611], [0.60074, -2.08062, 1.93102], [1.74797, -0.82486, 0.31613], [2.00168, 0.54360, 1.42266], [2.96571, -0.90930, 1.59229], [-0.25045, 0.48738, 1.44534], [-0.29572, 0.45312, 3.21218], [-1.57209, -1.84872, 2.79901], [-2.80988, 0.16570, 3.65692], [-2.71334, 0.88458, 2.06989], [-4.97071, -2.39219, 1.36380], [-3.85934, -2.72164, 2.67732], [-3.26990, -2.49428, -0.25158], [-2.41221, -3.31086, 1.07408], [-1.03234, -1.61008, 0.32413], [-2.25956, -0.48656, 0.34329], [1.50426, 1.50364, -1.78197], [2.43950, 0.85829, -2.57609], [3.61333, 1.50815, -2.92774], [3.84834, 2.80128, -2.47979], [2.91362, 3.44327, -1.67908], [1.73783, 2.79416, -1.32847], [0.58331, 0.99406, -1.51790], [2.24634, -0.14792, -2.92727], [4.34206, 1.01143, -3.55488], [4.76161, 3.31012, -2.75910], [3.09850, 4.45162, -1.33299], [1.00425, 3.29984, -0.71230], [-0.31153, 4.27428, 2.89227], [-0.72560, 3.49391, 1.82225], [-2.02400, 3.59999, 1.34103], [-2.91183, 4.48872, 1.93103], [-2.49818, 5.26931, 3.00115], [-1.20015, 5.16244, 3.48141], [0.70169, 4.19395, 3.26405], [-0.02931, 2.80716, 1.35443], [-2.34329, 3.00067, 0.49547], [-3.92117, 4.57981, 1.55210], [-3.18708, 5.96714, 3.45768], [-0.87989, 5.77471, 4.31372], [4.20793, 5.67500, -6.79777], [4.03856, 5.32012, -8.12849], [3.50944, 4.07928, -8.45454], [3.14823, 3.19332, -7.44948], [3.31815, 3.54775, -6.11843], [3.84774, 4.78821, -5.79293], [4.61999, 6.64300, -6.54428], [4.31835, 6.01160, -8.91229], [3.37933, 3.80278, -9.49263], [2.73445, 2.22600, -7.70403], [3.03315, 2.85947, -5.33327], [3.97788, 5.06511, -4.75410], [-2.84908, -6.00767, 5.82978], [-1.93524, -4.98618, 6.04792], [-2.32409, -3.66337, 5.88646], [-3.62768, -3.36410, 5.51048], [-4.54093, -4.38638, 5.29062], [-4.15056, -5.70856, 5.45064], [-2.54856, -7.03844, 5.96206], [-0.92412, -5.22107, 6.35349], [-1.61364, -2.86535, 6.06674], [-3.93041, -2.33274, 5.38712], [-5.55816, -4.15222, 5.00302], [-4.86267, -6.50641, 5.28674], [0.08990, -3.38504, -2.94527], [1.36902, -2.93674, -2.64630], [2.42236, -3.21585, -3.50472], [2.19329, -3.94228, -4.66428], [0.91414, -4.39005, -4.96332], [-0.13892, -4.11290, -4.10384], [-0.73503, -3.16891, -2.27532], [1.54965, -2.36630, -1.74197], [3.42039, -2.86899, -3.27012], [3.01301, -4.16057, -5.33539], [0.73760, -4.95589, -5.86804], [-1.13518, -4.46434, -4.33768]], "lowdin_charge": [-0.052, -0.406, -0.058, -0.125, -0.258, -0.197, -0.491, 0.717, -0.244, -0.072, 0.106, 0.084, 0.087, 0.073, 0.122, 0.056, 0.084, 0.088, 0.103, 0.135, 0.161, 0.114, 0.114, 0.121, 0.091, 0.134, 0.140, 0.173, 0.183, -0.116, -0.093, -0.094, -0.095, -0.079, -0.095, 0.085, 0.084, 0.109, 0.107, 0.107, 0.085, -0.086, -0.120, -0.116, -0.087, -0.080, -0.081, 0.105, 0.071, 0.096, 0.105, 0.107, 0.107, -0.094, -0.094, -0.095, -0.095, -0.096, -0.097, 0.101, 0.102, 0.101, 0.099, 0.080, 0.091, -0.086, -0.092, -0.104, -0.127, -0.099, -0.086, 0.106, 0.103, 0.095, 0.060, 0.103, 0.106, -0.111, -0.118, -0.093, -0.078, -0.081, -0.091, 0.078, 0.078, 0.106, 0.108, 0.107, 0.103]}

***

# 2
{"formula": "C38H48ClN5OSTi", "method": "wB97M-V/def2-TZVPD", "charge": 2, "orbital_gap_ev": 7.628, "mol_weight_g_mol": 706.2, "lumo_energy_ha": -0.21527, "species": ["Ti", "C", "C", "N", "C", "C", "N", "C", "C", "N", "H", "H", "H", "H", "H", "H", "H", "H", "H", "H", "H", "H", "H", "H", "H", "C", "C", "C", "C", "C", "C", "C", "C", "S", "C", "N", "C", "C", "C", "C", "C", "C", "C", "C", "H", "H", "H", "H", "H", "H", "H", "H", "H", "H", "H", "H", "H", "H", "H", "H", "O", "C", "C", "C", "C", "C", "C", "C", "C", "N", "H", "H", "H", "H", "H", "H", "H", "H", "H", "H", "H", "Cl", "C", "C", "C", "C", "C", "C", "C", "H", "H", "H", "H", "H", "H"], "xyz": [[0.01519, 0.12006, -0.14250], [-1.70865, 2.01676, -1.79998], [-2.22728, 0.70918, -2.35737], [-1.45107, -0.42184, -1.78069], [-2.29878, -1.56604, -1.37242], [-3.01565, -1.22058, -0.09067], [-2.08188, -0.50871, 0.81604], [-2.70686, 0.68243, 1.43581], [-2.79198, 1.77739, 0.40069], [-1.51113, 1.86734, -0.34203], [-2.40154, 2.83248, -2.02360], [-0.74815, 2.27119, -2.24869], [-2.13655, 0.69742, -3.44460], [-3.28204, 0.56708, -2.12520], [-0.86582, -0.76503, -2.53021], [-1.63975, -2.41987, -1.23862], [-3.00901, -1.81703, -2.16471], [-3.40478, -2.12190, 0.38578], [-3.87779, -0.58042, -0.27774], [-1.86490, -1.12201, 1.59306], [-2.08204, 0.99025, 2.27276], [-3.69723, 0.44400, 1.83228], [-3.02434, 2.73378, 0.87005], [-3.59397, 1.58273, -0.30950], [-0.99347, 2.67351, -0.01412], [-0.74684, -4.56520, 5.53502], [-1.66453, -3.61297, 4.75487], [-1.96525, -4.23870, 3.39319], [-2.98864, -3.43203, 5.51024], [-0.98374, -2.25300, 4.63079], [-0.60897, -1.55392, 5.79445], [0.01541, -0.33319, 5.73552], [0.26643, 0.22821, 4.48269], [1.06136, 1.71975, 4.12767], [0.86077, 1.41095, 2.46059], [0.24785, 0.29284, 2.14101], [-0.09826, -0.42007, 3.30490], [-0.71585, -1.67653, 3.40367], [1.31708, 2.32039, 1.42155], [1.97817, 3.50666, 1.73356], [2.38942, 4.35429, 0.72025], [2.13361, 4.00528, -0.59710], [1.48436, 2.80950, -0.89585], [1.06593, 1.93169, 0.10099], [-1.20321, -5.55375, 5.59477], [-0.57639, -4.22170, 6.55484], [0.22468, -4.66859, 5.04727], [-2.44314, -5.20742, 3.53457], [-1.05525, -4.41530, 2.81058], [-2.65632, -3.62782, 2.80337], [-3.47913, -4.39730, 5.64041], [-3.66898, -2.77611, 4.96332], [-2.83361, -3.00512, 6.50067], [-0.80680, -1.98998, 6.76380], [0.30945, 0.17865, 6.64204], [-0.97378, -2.26475, 2.53556], [2.17535, 3.77499, 2.76505], [2.90056, 5.27736, 0.95559], [2.44781, 4.65776, -1.40171], [1.32329, 2.57083, -1.93517], [0.38037, -2.00213, 0.34891], [1.49408, -2.96113, 0.21239], [2.11646, -3.32906, 1.53036], [2.67840, -2.13535, 2.28905], [3.63027, -1.30645, 1.47208], [4.99691, -1.56554, 1.47149], [5.84271, -0.74203, 0.75086], [5.29748, 0.33113, 0.06131], [3.92749, 0.50577, 0.09817], [3.09257, -0.30109, 0.76225], [-0.15253, -2.32901, 1.07891], [2.21736, -2.49457, -0.44214], [1.08690, -3.83492, -0.29224], [2.90714, -4.04862, 1.29772], [1.40240, -3.86826, 2.16198], [3.16246, -2.48524, 3.20303], [1.86310, -1.48873, 2.59530], [5.38635, -2.38831, 2.05628], [6.90980, -0.91894, 0.74567], [5.91735, 1.02209, -0.49233], [3.47628, 1.34450, -0.42187], [0.59053, -2.98886, -3.06354], [0.66286, -1.47451, -3.93464], [0.35879, -1.51776, -5.28998], [0.43299, -0.36210, -6.04321], [0.83736, 0.82076, -5.43547], [1.13885, 0.83917, -4.08568], [1.04103, -0.30009, -3.27414], [1.35624, -0.24159, -1.81127], [0.08255, -2.46130, -5.74009], [0.21104, -0.39197, -7.10079], [0.94273, 1.72442, -6.02000], [1.51410, 1.75896, -3.66065], [2.13212, 0.50078, -1.65183], [1.76985, -1.18568, -1.47947]], "lowdin_charge": [1.139, -0.144, -0.127, -0.097, -0.161, -0.141, -0.091, -0.152, -0.133, -0.089, 0.145, 0.106, 0.143, 0.119, 0.050, 0.096, 0.145, 0.136, 0.120, 0.061, 0.116, 0.142, 0.144, 0.116, 0.114, -0.028, -0.552, -0.054, -0.028, -0.140, 0.002, -0.033, -0.437, 1.218, -0.525, 0.010, -0.297, 0.003, -0.258, -0.020, -0.039, -0.036, -0.122, -0.210, 0.097, 0.086, 0.091, 0.100, 0.078, 0.081, 0.097, 0.093, 0.086, 0.124, 0.126, 0.066, 0.105, 0.121, 0.121, 0.069, -0.165, -0.185, -0.141, -0.117, -0.263, 0.001, -0.032, -0.030, -0.120, 0.125, 0.059, 0.095, 0.116, 0.140, 0.113, 0.133, 0.080, 0.125, 0.121, 0.115, 0.092, 0.777, -0.592, -0.088, -0.056, -0.055, -0.043, -0.307, -0.156, 0.113, 0.118, 0.116, 0.099, 0.039, 0.019]}

***

> Which formula does entry 1 have?

C38H48ClN2

***

> What is the charge in the second record?

+2

***

> Which value of charge does entry 2 give?

+2

***

> Which of these has the highest charge?

C38H48ClN5OSTi